(1)
Here is 2 unconnected molecules or ions with the total composition C7H16N3 from the Open Molecules 2025 dataset. Energies are from wB97M-V/def2-TZVPD.

```
26
Properties=species:S:1:pos:R:3:forces:R:3
N 0.83476 0.35585 0.22497 0.8 0.0 -3.1
N 0.88685 2.10440 -2.18452 -0.5 -2.6 2.3
N -1.21234 2.03540 -1.15790 -0.6 -0.2 0.3
C -1.15870 -0.97639 0.83796 2.6 -0.3 1.7
C 0.21732 -1.40206 -1.25722 3.6 -2.1 -3.5
C -0.01602 1.55250 -1.35204 1.8 -0.6 2.1
C 0.40004 0.96360 1.40021 -1.0 -4.0 2.3
C -0.98505 0.24667 1.73450 0.4 0.8 0.6
C 0.27009 -1.01658 0.14184 -0.8 1.8 -0.1
C 1.20712 -1.94450 0.93711 0.5 -1.9 -1.0
H -1.52337 2.90675 -1.54210 0.0 0.5 -0.6
H 0.60248 2.66111 -2.93800 -0.4 1.0 -1.2
H 1.00340 -1.83861 1.99530 -0.1 -0.3 0.2
H -1.91001 1.63756 -0.52386 0.9 -0.2 -0.2
H 2.26908 -1.67612 0.78104 -0.5 -0.1 -0.1
H -2.07668 -0.94733 0.31467 -0.5 0.2 -1.4
H -0.18003 -0.78895 -2.06435 -0.6 0.4 0.7
H 1.76277 1.58674 -2.27317 -0.3 0.4 0.1
H -1.22016 -1.88028 1.46051 -0.1 0.2 -0.2
H 1.26150 -1.77479 -1.80164 -2.0 1.2 1.9
H 1.07291 -3.09144 0.55704 0.1 2.9 1.1
H -0.93887 0.00661 2.77047 -0.2 -0.4 0.9
H -0.25792 -2.32708 -1.19512 -1.4 -1.6 -0.7
H 1.21143 0.80955 2.24036 -1.4 0.0 -1.6
H 0.35015 1.94319 1.24194 -0.3 4.3 -0.2
H -1.87076 0.85419 1.65198 -0.1 0.8 -0.1
```
Positions in Å, forces in eV/Å.

## Properties
Multiplicity   1
Frontier orbital gap (spin up / spin down)   0.321 / 0.321 Eh
Total charge   +1

Results of the natural (NBO) charge analysis, in e, for atoms 1 through 4: N -0.20; N -0.77; N -0.77; C -0.44

(2)
Here is a single C2H2N2O3 molecule from the Open Molecules 2025 dataset. Energies are from wB97M-V/def2-TZVPD.

```
9
Properties=species:S:1:pos:R:3:forces:R:3
O -2.62531 -0.51916 -0.31624 2.5 0.0 1.6
O 1.91084 -0.32611 -0.15248 -0.3 0.1 -0.6
O -1.17875 1.11055 0.20908 1.7 -0.9 0.0
N -0.36671 -1.14817 0.23739 2.1 3.6 -1.7
N 0.14049 1.05568 -0.25898 5.6 0.9 0.9
C -1.49731 -0.26703 0.07722 -2.9 -1.4 -1.3
C 0.61441 -0.24769 -0.11608 -6.1 1.4 1.5
H 1.84864 -1.21836 0.08740 2.2 -3.3 0.7
H 1.15370 1.56028 0.23268 -4.7 -0.4 -1.1
```
Positions in Å, forces in eV/Å.

## Properties
Multiplicity   1
Frontier orbital gap   0.374 Eh
Total charge   0
SMILES string   O=c1nc(O)[nH]o1

Results of the natural (NBO) charge analysis, in e, for atoms 1 through 4: O -0.54; O -0.60; O -0.32; N -0.58

(3)
Here is a molecular structure, C47H34ClF2N3O5P2S2Ti from the Open Molecules 2025 dataset. Energies are from wB97M-V/def2-TZVPD.

```
97
Properties=species:S:1:pos:R:3:forces:R:3
Ti -1.51140 -0.76574 0.54616 1.9 -0.1 -1.1
Cl -2.03130 4.17766 4.53466 0.2 0.2 0.1
S -1.84400 2.21876 -0.62144 -0.1 0.3 -0.1
S -0.41840 -3.04344 -0.06034 -0.3 0.2 0.3
P 0.41540 -1.81014 -1.41114 0.2 0.0 0.1
P -0.39540 1.31126 -1.59744 -0.1 0.2 0.1
F 3.41090 -0.63884 2.30916 0.1 -0.1 0.1
F 0.32020 -1.47424 5.47506 -0.1 -0.2 -0.2
O -3.28340 -0.26404 0.50246 -1.3 -0.1 -0.4
O -4.89310 3.90346 4.11746 -0.2 -0.1 0.0
O -2.89020 -1.75474 -1.54674 0.0 0.0 -0.3
O -5.89010 2.21236 3.10696 -0.4 -0.2 -0.2
O -5.13870 0.21186 1.59706 0.4 0.1 -0.1
N -2.18060 -2.10044 2.08956 0.3 -0.2 0.5
N -1.27330 2.05356 3.04346 -0.7 0.1 0.1
N -1.79060 1.13156 2.22336 -0.9 -0.5 -0.4
C 2.33110 0.07346 2.81586 -0.4 0.1 -0.1
C 0.10540 -2.43184 -3.10074 -0.1 0.3 0.3
C -0.70010 3.04476 -5.24764 0.0 0.1 0.0
C 0.49960 2.41346 4.60616 -0.6 -0.1 -0.5
C -0.31180 -0.30344 -0.95904 1.1 -0.2 -1.4
C 4.04620 -3.61924 -1.51994 0.0 -0.2 0.0
C -0.49620 -3.18234 -5.69234 0.0 0.0 0.0
C 0.54930 -2.30324 -5.45384 0.1 0.0 -0.1
C 0.09610 2.06886 3.37186 0.9 0.0 0.6
C -0.23130 -1.27934 3.13096 0.0 0.2 -0.4
C 1.17340 2.25486 -1.43584 -0.2 -0.4 0.2
C 0.85770 -1.93364 -4.15834 0.0 -0.1 0.1
C 2.45540 4.08026 -0.54404 0.1 0.0 0.0
C -1.19910 0.52736 -4.18374 0.0 0.0 0.2
C 0.70400 -1.08424 4.23556 0.8 0.4 0.0
C 4.93360 -2.63204 -1.11654 0.1 0.1 0.0
C -3.48810 2.31946 3.10836 0.3 0.0 0.1
C -3.25590 -2.86994 1.99986 -0.7 -0.4 0.1
C -0.02680 -0.62414 1.95416 0.6 -0.6 1.2
C -2.27450 2.81156 3.57516 -0.7 -0.2 -0.4
C 1.89150 -0.48624 4.12476 -0.1 -0.3 -0.2
C -0.65670 1.52666 -3.39284 0.0 -0.4 0.4
C 1.24590 3.41616 -0.67704 -0.1 0.0 -0.2
C -3.10960 1.25516 2.25996 0.2 0.5 0.4
C -1.22280 -3.70394 -4.63534 -0.1 -0.1 -0.1
C -3.65850 -3.71854 3.01776 0.1 0.1 -0.1
C 2.69620 -3.34154 -1.61494 0.0 0.0 0.0
C 2.30080 1.79076 -2.10144 0.0 0.1 0.0
C -1.19770 2.03176 -6.05324 0.0 -0.1 -0.1
C -0.93430 -3.32054 -3.33814 0.1 0.0 0.1
C -3.93040 0.34436 1.40696 -1.2 0.8 1.1
C 4.46760 -1.36624 -0.80644 0.2 0.0 0.0
C 2.86570 2.25196 4.09086 -0.1 0.1 0.1
C -1.45200 0.77816 -5.52114 -0.1 0.0 -0.2
C 2.52960 1.61176 2.79496 0.1 0.0 0.2
C 2.22710 -2.06974 -1.29824 -0.4 0.3 0.0
C -2.87280 -3.77574 4.16236 0.1 0.1 -0.2
C 1.89390 2.57316 4.94686 0.6 0.0 -0.1
C -4.82090 2.88396 3.47946 0.3 0.1 0.1
C 1.06900 1.74586 2.27796 -0.2 0.2 -0.2
C -1.73770 -2.99594 4.24936 -0.1 0.0 -0.1
C 3.59270 3.57786 -1.15824 0.0 0.1 0.0
C -0.41940 2.79156 -3.92064 0.0 0.0 0.0
C 3.11440 -1.08924 -0.88834 -0.2 0.1 -0.1
C 3.51090 2.44376 -1.95424 0.1 0.0 -0.1
C 1.16080 0.25506 1.83326 0.1 -0.3 -0.1
C -1.40700 -2.14304 3.19246 0.1 -0.2 0.4
H -1.49170 -3.70684 -2.49684 0.0 0.0 0.0
H 2.75160 -0.09894 -0.65714 0.1 -0.1 0.0
H -3.68350 -2.29064 -1.41794 0.0 0.2 0.0
H 0.34130 3.79966 -0.22124 0.0 0.0 0.0
H -3.82140 -2.80094 1.07196 0.1 0.1 0.2
H -1.86200 -0.00254 -6.14444 0.0 -0.1 -0.1
H 2.50680 4.99106 0.03696 0.0 0.0 0.0
H 2.54620 -0.39444 4.97846 -0.1 0.0 0.1
H 3.90910 2.39526 4.32886 0.1 0.1 0.1
H -0.02990 3.57186 -3.27984 0.0 0.1 -0.1
H 4.38920 2.06626 -2.45934 0.1 0.0 0.0
H -2.02010 -4.40834 -4.82264 -0.1 0.0 0.0
H -3.18990 -0.85834 -1.76594 -0.1 -0.2 0.1
H -1.39290 2.22566 -7.09694 -0.1 0.0 -0.1
H -3.12600 -4.43844 4.97536 -0.1 -0.1 0.1
H 5.99040 -2.84744 -1.05094 0.1 0.0 0.0
H -0.54250 4.03606 -5.64734 0.1 0.0 -0.1
H -1.41350 -0.44074 -3.74954 0.0 0.0 -0.1
H 3.25210 1.86136 2.01306 -0.1 0.0 0.0
H 1.54100 0.22926 0.80686 -0.1 0.1 0.3
H 1.68340 -1.26334 -3.95904 0.1 0.1 -0.1
H -1.11010 -3.05714 5.12036 0.1 0.1 0.0
H 1.11640 -1.90344 -6.28144 0.1 0.0 -0.1
H -5.70250 1.40446 2.54826 0.2 0.2 0.2
H -4.55070 -4.31804 2.92196 0.0 0.0 -0.1
H 1.99280 -4.10124 -1.93174 0.0 -0.1 0.0
H 2.22320 0.91476 -2.73454 0.1 0.0 0.0
H 2.11920 2.98496 5.91706 0.1 0.1 0.1
H -0.21770 2.63486 5.37946 -0.1 -0.1 0.0
H 4.40870 -4.60724 -1.76614 0.0 -0.1 0.0
H 5.15670 -0.59264 -0.50204 0.1 0.1 0.1
H -0.74230 -3.46294 -6.70564 0.0 -0.1 -0.1
H 0.90620 2.43506 1.44456 0.0 -0.1 0.2
H 4.54230 4.07676 -1.02384 0.0 0.1 0.0
```
Positions in Å, forces in eV/Å.

## Properties
Multiplicity   1
Frontier orbital gap   0.277 Eh
Total charge   0

Results of the Mulliken charge analysis, in e, for atoms 1 through 4: Ti -2.31; Cl -0.11; S -0.58; S -0.80

(4)
Here is a single C5H11NO molecule from the Open Molecules 2025 dataset. Energies are from wB97M-V/def2-TZVPD.

```
18
Properties=species:S:1:pos:R:3:forces:R:3
O -1.40982 -0.54347 -1.06875 0.0 0.1 0.0
N 1.33069 0.17389 0.25850 0.5 3.2 -1.1
C 0.03205 0.47933 0.71189 -0.2 0.2 0.6
C -0.44635 0.42214 -0.75441 -0.1 0.2 -0.1
C 2.40868 -0.27433 1.05134 -1.6 -1.9 -0.9
C -2.70151 -0.18119 -0.63825 -0.2 0.0 0.1
C 0.96879 -0.04589 -1.08229 0.5 -0.3 -0.6
H 2.63402 0.51311 1.77582 -0.3 -1.0 0.9
H -0.71142 1.40520 -1.16864 0.0 -0.2 0.0
H 1.56932 0.54046 -1.75535 0.0 0.4 -0.8
H 1.83037 -1.26444 1.14383 2.4 0.2 2.5
H -3.37455 -0.98731 -0.94099 0.1 0.1 0.1
H 3.33432 -0.44086 0.51476 0.0 0.0 -0.5
H 1.02218 -1.07974 -1.38839 -0.2 -0.8 -0.4
H -0.00399 1.43203 1.22032 -0.5 0.5 0.3
H -2.75589 -0.06404 0.45639 0.1 0.0 -0.2
H -0.39918 -0.27124 1.36683 -0.5 -0.5 0.3
H -3.03735 0.75935 -1.10529 0.1 -0.2 0.1
```
Positions in Å, forces in eV/Å.

## Properties
Multiplicity   1
Frontier orbital gap   0.312 Eh
Total charge   0
SMILES string   COC1CN(C)C1

Results of the natural (NBO) charge analysis, in e, for atoms 1 through 4: O -0.52; N -0.45; C -0.23; C 0.10

(5)
Here is 4 unconnected molecules or ions with the total composition C4H16O4 from the Open Molecules 2025 dataset. Energies are from wB97M-V/def2-TZVPD.

```
24
Properties=species:S:1:pos:R:3:forces:R:3
O -1.73296 -0.24268 -1.79414 0.0 0.1 0.3
O -0.65749 3.19912 1.02347 0.0 0.1 0.1
O 1.96607 1.92306 0.54557 0.0 0.9 0.0
O -2.32097 0.90918 1.54202 0.1 -0.1 -0.2
C 1.02529 -2.35459 -0.35184 -0.9 -0.8 1.0
C 0.31183 -1.06963 -0.70775 -0.4 0.4 -0.9
C 2.51430 -2.23405 -0.10998 0.0 -0.2 0.2
C -1.18734 -1.28432 -0.96692 0.4 0.9 -0.5
H -0.75602 3.02404 1.96982 0.3 0.1 -0.2
H -1.32452 -2.16924 -1.58366 -0.1 -0.3 0.4
H 0.25795 3.49097 0.88677 -0.2 -0.3 0.2
H 3.01231 -1.95714 -1.02895 0.3 0.1 -0.2
H 0.41476 -0.25212 0.02172 0.1 -0.5 0.3
H 0.52455 -2.78826 0.53424 0.3 0.4 0.1
H -1.47320 0.98362 1.08523 0.0 0.1 0.1
H 2.76741 1.68821 1.02047 -0.2 -0.4 -0.1
H 1.48346 1.14767 0.25194 0.4 -0.2 0.1
H 0.76870 -3.14574 -1.07264 0.4 0.4 -0.4
H -1.70239 -1.31535 -0.01351 -0.4 -0.4 0.1
H -2.71653 1.77505 1.39753 -0.1 0.0 0.0
H 2.73366 -1.47508 0.64549 0.0 0.0 0.0
H 0.70533 -0.63971 -1.63320 0.2 -0.1 -0.1
H 2.94490 -3.17408 0.24714 -0.1 0.1 -0.1
H -2.06108 0.48791 -1.25384 0.1 -0.3 0.0
```
Positions in Å, forces in eV/Å.

## Properties
Multiplicity   1
Frontier orbital gap   0.394 Eh
Total charge   0
SMILES string   CCCCO.O.O.O

Results of the natural (NBO) charge analysis, in e, for atoms 1 through 4: O -0.73; O -0.97; O -0.96; O -0.95

(6)
Here is a molecular structure, C13H10F5NOTi from the Open Molecules 2025 dataset. Energies are from wB97M-V/def2-TZVPD.

```
31
Properties=species:S:1:pos:R:3:forces:R:3
Ti -1.15374 -0.01926 0.08728 -5.3 2.1 -0.2
F 0.39626 0.04029 7.09132 0.1 0.0 0.1
F 0.08217 -2.72864 3.25366 -0.1 0.5 0.3
F -0.03113 2.26512 5.54283 0.1 -0.5 -0.1
F 0.46358 -2.45235 5.95728 0.0 0.5 -0.3
F -0.40913 1.99752 2.86048 0.2 -0.8 0.7
O -0.51925 -0.52032 1.72689 1.5 -1.0 3.0
N -2.90165 0.64971 0.45653 1.8 -2.0 -0.3
C -0.77095 0.79966 -2.17041 0.2 0.5 0.5
C -1.40486 1.80445 -1.36817 1.2 0.1 -0.6
C 0.01110 1.04057 4.97472 0.0 -0.3 0.4
C 1.17330 -2.14022 -0.32590 1.0 -0.7 -0.2
C 0.25699 -1.36277 5.18185 0.0 0.3 0.2
C -0.20343 0.89083 3.62258 -0.2 0.2 -0.7
C 0.47819 0.48646 -1.56559 0.2 0.8 0.3
C 0.03802 -1.50001 3.82103 0.0 0.2 -0.2
C 2.40588 -1.62460 -0.17918 -0.7 -0.6 0.0
C 0.62744 1.27859 -0.37896 0.0 0.6 -1.4
C 0.23744 -0.09046 5.76324 -0.1 -0.2 -0.3
C -0.54157 2.10838 -0.26666 0.7 0.2 -0.9
C -0.23678 -0.38204 3.00598 -0.2 0.0 -1.0
H -2.37528 2.23915 -1.58591 0.3 -0.3 0.4
H 1.21987 -0.20210 -1.94317 -0.3 0.1 0.0
H 1.50971 1.29280 0.25642 -0.4 -0.1 0.0
H -0.68154 2.86705 0.49836 -0.2 -0.4 -0.2
H 0.71011 -2.69912 0.48885 0.1 0.2 -0.2
H -3.73980 0.60199 1.04868 0.5 0.0 -0.2
H -1.13712 0.37560 -3.10362 0.0 0.1 0.4
H 2.97004 -1.79364 0.74353 -0.3 0.3 -0.2
H 0.64523 -2.16675 -1.29187 0.2 0.3 0.7
H 2.89759 -1.05317 -0.96755 -0.1 -0.2 0.2
```
Positions in Å, forces in eV/Å.

## Properties
Multiplicity   2
Frontier orbital gap (spin up / spin down)   0.203 / 0.214 Eh
Total charge   -1

Results of the natural (NBO) charge analysis, in e, for atoms 1 through 4: Ti 1.05; F -0.31; F -0.31; F -0.30

(7)
Here is 2 unconnected molecules or ions with the total composition C4H6N3 from the Open Molecules 2025 dataset. Energies are from wB97M-V/def2-TZVPD.

```
13
Properties=species:S:1:pos:R:3:forces:R:3
N -0.44429 -0.04218 0.90309 0.2 2.4 2.4
N 2.36053 -0.02539 -0.02753 -1.5 -1.7 -0.3
N -4.61628 0.19341 -0.04576 -3.4 1.2 -0.5
C -3.54996 -0.21265 -0.03208 2.1 -0.7 0.1
C 1.43990 -0.90715 -0.29353 1.2 1.5 1.9
C 3.21918 0.87671 0.11902 1.2 0.9 -2.2
C -0.08178 -0.57045 -0.12467 1.7 -1.2 -1.8
H -1.34894 0.41580 1.05232 -0.1 -1.2 -0.5
H -0.61704 -0.92631 -0.99565 -0.6 0.2 -0.3
H 1.72461 -1.97137 -0.45339 0.2 1.0 -0.6
H -5.57293 0.53225 -0.23054 1.3 -0.5 0.4
H 3.47702 1.58747 -0.74622 -0.9 -1.3 0.8
H 4.00999 1.04985 0.87494 -1.4 -0.7 0.7
```
Positions in Å, forces in eV/Å.

## Properties
Multiplicity   1
Frontier orbital gap   0.316 Eh
Total charge   +1

Results of the natural (NBO) charge analysis, in e, for atoms 1 through 4: N -0.53; N -0.24; N -0.69; C 0.22

(8)
Here is a gas-phase ion, C8H17N2O2 (charge +1) from the Open Molecules 2025 dataset. Energies are from wB97M-V/def2-TZVPD.

```
29
Properties=species:S:1:pos:R:3:forces:R:3
O 2.17611 -0.85388 -1.31709 2.9 3.6 -2.8
O -0.93668 2.73930 2.12838 0.2 -0.8 0.3
N -0.88532 1.11575 -0.48811 -1.0 1.8 -1.7
N 0.29385 -0.52621 0.70011 -3.8 0.5 0.3
C -0.50904 1.43487 1.96903 0.1 -1.7 -1.8
C -0.47497 -1.82356 0.66736 1.7 -1.3 0.2
C 2.95915 0.04401 -1.88514 -4.3 -2.7 0.3
C -0.81302 0.13177 -1.61120 -0.8 1.7 1.0
C 2.51722 -1.31605 -0.00386 -1.5 -1.5 1.6
C -0.49953 0.74671 0.74161 2.5 -0.8 3.2
C 1.63958 -0.62534 1.10511 -0.3 1.0 -3.7
C -1.98459 2.19852 -0.65747 0.5 -1.3 -1.3
H 2.72170 0.40331 -2.88953 -0.2 -0.5 0.2
H -0.13191 -2.49398 1.54392 -0.4 1.0 -1.2
H -0.95022 0.79886 -2.47600 -1.2 -0.9 -0.1
H -0.13294 -2.37248 -0.28686 -1.0 0.5 1.3
H 2.01352 0.32967 1.36457 0.5 1.2 -0.1
H -1.69608 2.94588 -1.53327 -0.6 -1.6 2.1
H -2.93017 1.62668 -0.93274 1.0 0.9 0.1
H -2.16286 2.67610 0.31775 0.3 0.0 -0.7
H -1.59299 -1.83616 0.76171 1.2 0.8 -0.4
H -0.96122 2.85629 3.08519 -0.2 0.4 -0.1
H 0.13374 -0.29601 -1.84085 0.8 -0.2 0.6
H -1.48595 -0.68152 -1.27716 -0.2 0.4 -1.6
H 2.13178 -2.39552 -0.12529 1.4 1.4 0.7
H 3.56118 -1.10754 0.25665 0.0 -0.7 -0.5
H 1.77658 -1.19536 1.91848 0.5 -2.4 3.2
H 3.69953 0.49830 -1.33772 2.0 0.7 1.4
H -0.20298 0.87283 2.87926 -0.2 0.6 -0.9
```
Positions in Å, forces in eV/Å.

## Properties
Multiplicity   1
Frontier orbital gap (spin up / spin down)   0.152 / 0.106 Eh
Total charge   +1

Results of the natural (NBO) charge analysis, in e, for atoms 1 through 4: O -0.32; O -0.68; N -0.42; N -0.50